(1)
{"formula": "C24H29AuN3O6Sb2", "method": "ωB97M-V/def2-TZVPD", "gap_ev": 6.5, "spin_multiplicity": 1, "energy_ha": -2163.54849, "total_charge": 1, "max_force_ha_per_bohr": 0.008, "symbols": ["Au", "C", "Sb", "C", "C", "C", "C", "C", "C", "C", "C", "C", "Sb", "C", "C", "H", "H", "H", "H", "H", "H", "H", "H", "H", "H", "H", "H", "H", "H", "H", "H", "H", "H", "H", "H", "C", "N", "C", "C", "C", "O", "N", "C", "O", "H", "H", "H", "H", "H", "O", "C", "O", "C", "C", "C", "C", "C", "C", "N", "O", "O", "H", "H", "H", "H"], "xyz": [[-0.30019, -0.13913, 0.71758], [2.50980, -0.58140, -1.96393], [2.03530, -1.19167, 0.02777], [4.02062, -1.37832, 0.72933], [1.18267, -3.13712, -0.37111], [0.58010, -3.88838, 0.77727], [1.45900, -4.51624, 1.66145], [1.01580, -5.22511, 2.75882], [-0.34725, -5.33455, 2.99304], [-1.23577, -4.74769, 2.11400], [-0.80553, -4.02252, 0.99682], [-1.87325, -3.46478, 0.10246], [-2.57848, -1.52840, 0.73285], [-4.22827, -1.03273, -0.49633], [-3.49770, -2.00857, 2.58016], [3.18278, -1.32675, -2.38888], [3.01742, 0.38079, -1.93825], [1.62424, -0.50664, -2.58515], [4.49051, -2.15455, 0.12559], [4.02772, -1.65041, 1.77902], [4.54788, -0.44115, 0.56757], [2.01361, -3.69388, -0.81034], [0.47230, -2.92044, -1.16736], [2.52444, -4.42883, 1.48273], [1.72616, -5.69629, 3.42425], [-0.71484, -5.89923, 3.83919], [-2.30060, -4.87441, 2.27383], [-2.75783, -4.10264, 0.13371], [-1.57402, -3.34700, -0.93469], [-5.01701, -1.76852, -0.34674], [-3.91227, -1.03098, -1.53534], [-4.59647, -0.04794, -0.21632], [-4.21265, -2.80794, 2.38865], [-4.00774, -1.12707, 2.95957], [-2.75845, -2.34921, 3.30245], [-1.79664, 0.59921, 5.72364], [-0.82758, -0.07030, 4.85640], [0.18094, -0.83858, 5.36497], [1.07737, -1.45432, 4.57719], [0.97221, -1.31038, 3.14630], [1.77894, -1.81548, 2.36151], [-0.07679, -0.54908, 2.68019], [-0.99000, 0.08827, 3.49723], [-1.90262, 0.75880, 3.03798], [-1.43021, 0.55187, 6.74528], [-2.76798, 0.11173, 5.65896], [-1.90387, 1.63584, 5.41696], [0.21408, -0.90495, 6.44343], [1.87995, -2.05210, 4.97516], [-0.47814, 0.59392, -1.13854], [-0.94394, -0.15767, -2.09353], [-1.25727, -1.33118, -1.92604], [-1.09733, 0.53575, -3.40491], [-0.87355, 1.90389, -3.52849], [-1.02058, 2.51735, -4.76041], [-1.38752, 1.73637, -5.84126], [-1.61485, 0.37587, -5.74695], [-1.46777, -0.22576, -4.50956], [-1.54149, 2.38756, -7.16170], [-1.91441, 1.69349, -8.08154], [-1.28259, 3.56884, -7.23051], [-0.58486, 2.48266, -2.66325], [-0.85514, 3.57547, -4.89585], [-1.89752, -0.18268, -6.62643], [-1.63744, -1.28634, -4.38873]], "nbo_charge": [0.99, -1.01, 1.36, -0.97, -0.75, -0.08, -0.17, -0.21, -0.20, -0.23, 0.04, -0.76, 1.23, -0.98, -1.00, 0.24, 0.25, 0.24, 0.24, 0.26, 0.25, 0.25, 0.26, 0.21, 0.22, 0.22, 0.21, 0.24, 0.27, 0.25, 0.26, 0.25, 0.24, 0.26, 0.24, -0.40, -0.41, 0.11, -0.38, 0.66, -0.67, -0.68, 0.77, -0.64, 0.22, 0.22, 0.24, 0.23, 0.26, -0.73, 0.77, -0.70, -0.10, -0.17, -0.20, 0.06, -0.20, -0.17, 0.53, -0.36, -0.36, 0.24, 0.26, 0.26, 0.24]}

***

(2)
{"formula": "C36H80N5O2PS2", "method": "ωB97M-V/def2-TZVPD", "gap_ev": 6.4, "spin_multiplicity": 1, "energy_ha": -2981.52053, "total_charge": 0, "max_force_ha_per_bohr": 0.028, "symbols": ["O", "C", "C", "C", "P", "S", "C", "O", "C", "C", "S", "H", "H", "H", "H", "H", "C", "C", "N", "C", "C", "C", "C", "H", "H", "H", "H", "H", "H", "H", "H", "H", "H", "H", "H", "H", "H", "H", "C", "C", "N", "C", "C", "C", "C", "H", "H", "H", "H", "H", "H", "H", "H", "H", "H", "H", "H", "H", "H", "H", "C", "C", "N", "C", "C", "C", "C", "H", "H", "H", "H", "H", "H", "H", "H", "H", "H", "H", "H", "H", "H", "H", "C", "C", "N", "C", "C", "C", "C", "H", "H", "H", "H", "H", "H", "H", "H", "H", "H", "H", "H", "H", "H", "H", "C", "C", "N", "C", "C", "C", "C", "H", "H", "H", "H", "H", "H", "H", "H", "H", "H", "H", "H", "H", "H", "H"], "xyz": [[2.13140, -0.78987, 3.98868], [1.50398, -0.37869, 3.04591], [0.02279, -0.54086, 2.93004], [-0.64920, 0.50629, 2.47630], [-2.45555, 0.37530, 2.27465], [-3.22560, -1.08885, 3.30558], [0.10357, 1.74666, 2.12823], [-0.31184, 2.85543, 2.38412], [1.42055, 1.47914, 1.48198], [2.10122, 0.43562, 1.93189], [3.69202, -0.04058, 1.30253], [-0.46310, -1.45461, 3.22695], [-3.06921, 1.61658, 2.49264], [-2.62382, 0.08890, 0.90733], [1.78516, 2.10233, 0.68753], [3.30959, -0.98067, 0.42386], [2.95788, 2.13693, 5.71642], [4.35545, 1.55170, 5.60491], [5.17816, 2.19138, 4.60046], [6.41315, 1.47240, 4.33954], [7.46923, 1.38162, 5.44843], [5.30037, 3.63544, 4.69934], [5.86789, 4.22275, 5.99953], [2.43164, 2.08710, 4.76157], [2.38481, 1.56659, 6.44885], [2.96777, 3.17463, 6.05233], [4.25034, 0.49724, 5.33477], [4.82477, 1.57259, 6.60367], [6.87878, 1.90706, 3.45033], [6.13377, 0.45387, 4.05106], [8.02068, 2.31327, 5.56640], [8.19837, 0.61003, 5.19366], [7.03566, 1.11278, 6.41287], [4.31101, 4.06926, 4.53419], [5.90024, 3.98349, 3.85486], [5.46439, 3.72897, 6.88449], [5.60777, 5.28091, 6.07078], [6.95384, 4.15831, 6.03937], [5.45673, -4.72106, 8.26053], [5.86773, -3.62127, 9.22772], [6.31510, -2.41010, 8.56717], [6.93752, -1.46053, 9.47392], [6.07459, -0.82531, 10.57198], [5.39266, -1.84635, 7.59656], [3.99079, -1.44950, 8.07913], [6.27398, -4.96984, 7.58249], [5.19310, -5.61936, 8.82015], [4.58577, -4.44319, 7.66640], [6.69876, -3.99481, 9.83202], [5.03461, -3.43899, 9.92543], [7.39058, -0.66486, 8.87559], [7.77631, -1.97447, 9.95392], [5.41492, -0.05373, 10.17822], [6.71926, -0.34571, 11.31157], [5.46800, -1.56173, 11.09915], [5.28238, -2.56204, 6.77856], [5.86962, -0.97661, 7.13646], [3.55603, -2.18997, 8.75166], [3.31927, -1.35340, 7.22261], [3.99504, -0.48687, 8.58870], [-6.29699, 1.31528, -0.88419], [-5.37363, 1.08339, -2.06991], [-4.66620, -0.18190, -2.02451], [-3.61290, -0.27466, -3.02276], [-4.01440, -0.26439, -4.50093], [-5.49662, -1.36522, -1.87096], [-6.57344, -1.63414, -2.93229], [-5.74597, 1.26506, 0.05643], [-6.74339, 2.30741, -0.96109], [-7.11448, 0.59510, -0.84692], [-4.62463, 1.88104, -2.07402], [-5.95822, 1.20290, -2.99594], [-3.02406, -1.17455, -2.82393], [-2.92383, 0.55938, -2.85324], [-4.42565, -1.22251, -4.81726], [-3.13118, -0.08160, -5.11780], [-4.73733, 0.51893, -4.73231], [-5.98512, -1.30845, -0.89538], [-4.83761, -2.23360, -1.80018], [-7.10921, -0.72694, -3.21539], [-7.31040, -2.33700, -2.53848], [-6.15807, -2.08012, -3.83486], [0.89813, 2.30708, -4.21301], [0.16808, 3.04137, -5.32761], [-1.27121, 2.86561, -5.28650], [-1.94197, 3.35154, -6.48103], [-1.89533, 4.85469, -6.78283], [-1.90662, 3.19687, -4.02432], [-1.74642, 4.62498, -3.48277], [0.67086, 1.24028, -4.23435], [1.97451, 2.42854, -4.33958], [0.64265, 2.69677, -3.22677], [0.52267, 2.64522, -6.28264], [0.46523, 4.10181, -5.30237], [-2.98653, 3.03041, -6.43963], [-1.50934, 2.81851, -7.33338], [-2.57070, 5.42116, -6.14378], [-2.21077, 5.03005, -7.81325], [-0.89199, 5.26707, -6.67619], [-1.53209, 2.50370, -3.26650], [-2.97238, 2.96413, -4.10244], [-0.72900, 4.99971, -3.60035], [-1.97819, 4.64280, -2.41552], [-2.42546, 5.32508, -3.96596], [-6.77565, -2.32234, -7.81534], [-5.34490, -2.52141, -8.29234], [-4.58070, -3.45722, -7.48783], [-3.16295, -3.45811, -7.81716], [-2.75926, -3.92254, -9.22244], [-5.18025, -4.76739, -7.30211], [-5.50080, -5.60238, -8.55033], [-6.80080, -1.97669, -6.78061], [-7.26382, -1.56902, -8.43457], [-7.36650, -3.23576, -7.89195], [-4.84536, -1.54994, -8.24804], [-5.36860, -2.81227, -9.35433], [-2.63253, -4.06206, -7.07615], [-2.79011, -2.43913, -7.67314], [-2.81423, -5.00457, -9.32698], [-1.72346, -3.63724, -9.41811], [-3.37299, -3.46850, -10.00021], [-6.10577, -4.63477, -6.73636], [-4.53129, -5.34543, -6.63982], [-5.94247, -5.00128, -9.34602], [-6.22008, -6.38358, -8.29610], [-4.61892, -6.09993, -8.94938]], "lowdin_charge": [0.12, -0.39, 0.00, -0.33, 0.39, 0.12, -0.39, 0.12, 0.00, -0.53, 0.82, 0.09, -0.01, -0.02, 0.12, -0.12, -0.08, -0.28, -0.19, -0.25, -0.08, -0.25, -0.08, 0.07, 0.08, 0.07, 0.10, 0.10, 0.11, 0.11, 0.06, 0.07, 0.05, 0.10, 0.11, 0.07, 0.07, 0.05, -0.09, -0.28, -0.20, -0.25, -0.09, -0.24, -0.08, 0.08, 0.07, 0.06, 0.12, 0.10, 0.11, 0.11, 0.05, 0.07, 0.06, 0.10, 0.10, 0.07, 0.07, 0.05, -0.09, -0.28, -0.20, -0.25, -0.08, -0.24, -0.08, 0.07, 0.07, 0.07, 0.11, 0.10, 0.11, 0.09, 0.05, 0.07, 0.06, 0.10, 0.11, 0.07, 0.07, 0.05, -0.09, -0.27, -0.20, -0.25, -0.08, -0.26, -0.08, 0.08, 0.07, 0.06, 0.12, 0.10, 0.11, 0.11, 0.06, 0.07, 0.07, 0.09, 0.11, 0.07, 0.07, 0.06, -0.09, -0.28, -0.20, -0.25, -0.09, -0.25, -0.08, 0.07, 0.07, 0.07, 0.12, 0.10, 0.11, 0.11, 0.05, 0.07, 0.06, 0.10, 0.11, 0.07, 0.07, 0.05]}